Below is C37H32ClOP2Pr as an isolated structure in a non-equilibrium geometry, with properties calculated with wB97M-V/def2-TZVPD.

Geometry as XYZ:
```
74
Properties=species:S:1:pos:R:3
Pr -0.085 0.293 0.056
Cl -1.052 2.247 -0.746
C 0.666 -1.748 0.450
O 1.168 -2.863 0.791
P -1.227 -0.992 -2.115
C -0.455 -0.431 -3.593
C -1.192 -2.742 -2.067
C -2.919 -0.411 -2.011
C -2.395 -3.447 -1.982
C -2.373 -4.836 -2.056
C -1.165 -5.519 -2.212
C 0.032 -4.800 -2.289
C 0.022 -3.411 -2.215
H -3.336 -2.913 -1.867
H -3.310 -5.390 -1.995
H -1.153 -6.608 -2.269
H 0.981 -5.327 -2.408
H 0.959 -2.856 -2.268
C 0.246 0.780 -3.712
C 0.752 1.155 -4.952
C 0.576 0.330 -6.066
C -0.115 -0.877 -5.932
C -0.630 -1.257 -4.693
H 0.375 1.430 -2.842
H 1.293 2.098 -5.053
H 0.978 0.623 -7.036
H -0.253 -1.529 -6.795
H -1.156 -2.205 -4.590
C -3.571 -0.136 -3.206
C -4.920 0.210 -3.180
C -5.611 0.279 -1.969
C -4.945 0.007 -0.772
C -3.593 -0.330 -0.784
H -3.028 -0.181 -4.146
H -5.434 0.431 -4.116
H -6.666 0.554 -1.957
H -5.477 0.067 0.180
H -3.058 -0.520 0.154
H 0.541 4.254 -2.568
H -0.154 4.436 -2.316
C 4.532 -1.107 4.939
C 3.311 -1.742 4.694
C 2.364 -1.140 3.887
C 2.617 0.112 3.297
C 3.844 0.750 3.554
C 4.786 0.136 4.368
P 1.369 0.755 2.218
C -0.029 0.847 3.400
C -1.260 0.255 3.078
C -2.297 0.286 3.999
C -2.119 0.893 5.234
C -0.889 1.475 5.554
C 0.154 1.453 4.646
C 2.156 2.217 1.472
C 1.820 3.509 1.894
C 2.462 4.591 1.331
C 3.437 4.415 0.351
C 3.768 3.129 -0.070
C 3.142 2.026 0.476
H 5.280 -1.592 5.572
H 3.107 -2.721 5.138
H 1.417 -1.654 3.691
H 4.077 1.725 3.110
H 5.746 0.630 4.554
H -1.414 -0.244 2.092
H -3.262 -0.170 3.741
H -2.939 0.918 5.958
H -0.748 1.953 6.528
H 1.118 1.904 4.895
H 1.054 3.638 2.661
H 2.200 5.604 1.664
H 3.940 5.285 -0.087
H 4.536 2.988 -0.843
H 3.402 1.010 0.149
```

Calculated values
⟨S²⟩: 2.008
multiplicity: 3
LUMO (alpha / beta): -7.80 / -7.71 eV
energy: -3163.66045 Eh
charge: +2
energy above the lowest of the compared OMol25 structures with the same formula, charge and spin: 0.0 kJ/mol
largest force on an atom: 17.17 eV/Å